Record 1
78
Properties=species:S:1:pos:R:3:lowdin_charge:R:1 method="wB97M-V/def2-TZVPD" largest_force_ha_per_bohr=0.0347 de_lowest_kcal_mol=24.7 charge=+2 gap_ev=5.94
Os 0.297 -0.057 0.216 1.361
C -2.144 -2.507 0.346 -0.153
Si -1.570 -1.510 1.802 0.454
C -1.996 0.305 1.519 -0.169
C -2.156 -2.177 3.427 -0.132
C 0.379 -1.412 1.829 -0.414
C 0.875 -0.304 2.706 -0.356
C 1.242 -0.199 4.034 0.023
C 1.691 1.037 4.489 0.002
C 1.775 2.106 3.611 -0.009
C 1.394 1.944 2.293 -0.064
N 0.936 0.764 1.879 -0.102
Si 1.295 -3.105 1.847 0.483
C 3.102 -2.610 1.898 -0.142
C 0.888 -4.079 3.379 -0.155
C 0.860 -4.131 0.354 -0.156
H -3.230 -2.416 0.255 0.056
H -1.915 -3.567 0.459 0.038
H -1.715 -2.181 -0.605 0.028
H -3.078 0.354 1.372 0.082
H -1.648 0.853 0.616 -0.035
H -1.705 0.927 2.366 0.064
H -3.242 -2.308 3.374 0.054
H -1.943 -1.484 4.243 0.050
H -1.713 -3.141 3.658 0.023
H 1.169 -1.060 4.684 0.126
H 1.980 1.161 5.524 0.130
H 2.141 3.071 3.932 0.126
H 1.464 2.745 1.576 0.087
H 3.397 -2.424 2.934 0.047
H 3.356 -1.716 1.325 0.011
H 3.723 -3.426 1.522 0.049
H 1.061 -3.545 4.315 0.040
H 1.551 -4.950 3.381 0.057
H -0.130 -4.468 3.385 0.029
H 0.601 -3.580 -0.548 0.014
H 0.029 -4.795 0.598 0.041
H 1.717 -4.768 0.120 0.050
C 0.894 1.015 -4.301 -0.044
C 1.506 1.793 -3.165 -0.203
O 0.476 2.446 -2.367 -0.220
P -0.374 1.919 -1.142 0.639
O -0.668 3.263 -0.359 -0.240
C 0.394 4.213 -0.023 -0.251
C 0.399 5.360 -1.002 -0.048
O -1.805 1.474 -1.618 -0.284
C -2.752 2.361 -2.325 -0.198
C -2.692 2.104 -3.807 -0.054
H 1.695 0.580 -4.902 0.096
H 0.308 1.666 -4.947 0.084
H 0.259 0.205 -3.944 0.077
H 2.141 2.608 -3.505 0.138
H 2.095 1.182 -2.500 0.076
H 1.355 3.694 -0.016 0.098
H 0.160 4.553 0.984 0.128
H 0.608 5.020 -2.014 0.076
H 1.169 6.078 -0.717 0.096
H -0.561 5.876 -0.991 0.094
H -2.512 3.389 -2.059 0.117
H -3.719 2.112 -1.897 0.129
H -1.745 2.429 -4.235 0.063
H -3.491 2.665 -4.293 0.096
H -2.839 1.046 -4.026 0.092
O 3.713 1.010 0.246 0.177
C 3.326 0.149 -0.481 -0.381
N 1.943 -0.298 -0.563 -0.077
C 1.800 -1.202 -1.662 -0.423
O 0.667 -1.541 -1.933 0.081
C 3.125 -1.460 -2.211 -0.093
C 3.532 -2.328 -3.209 0.044
C 4.892 -2.361 -3.492 -0.009
C 5.798 -1.555 -2.800 -0.003
C 5.383 -0.686 -1.795 0.044
C 4.032 -0.657 -1.511 -0.090
H 2.822 -2.944 -3.745 0.138
H 5.260 -3.025 -4.263 0.126
H 6.848 -1.610 -3.055 0.127
H 6.085 -0.063 -1.257 0.139

***

Record 2
15
Properties=species:S:1:pos:R:3:nbo_charge:R:1 method="wB97M-V/def2-TZVPD" largest_force_ha_per_bohr=0.0420 de_lowest_kcal_mol=18.5 gap_ev="11.19 / 8.09" multiplicity=2
C -0.917 -0.836 -0.940 -0.126
O 0.412 -1.001 -1.073 -0.325
C -1.280 0.406 -0.020 -0.410
C -0.026 0.832 0.738 -0.091
O -0.447 1.961 1.596 -0.706
H -1.524 -0.698 -1.847 0.166
H -1.386 -1.666 -0.289 0.229
H -2.016 0.180 0.766 0.231
H -1.604 1.316 -0.655 0.207
H 0.468 0.169 1.420 0.202
H 0.795 1.119 0.093 0.180
H -0.651 2.573 0.879 0.451
H 2.982 -2.009 0.299 0.465
H 2.192 -1.155 -0.751 0.489
O 3.002 -1.193 -0.214 -0.963

***

Record 3
9
Properties=species:S:1:pos:R:3:nbo_charge:R:1 method="wB97M-V/def2-TZVPD" smiles="O=CO/C=N/O" largest_force_ha_per_bohr=0.0990 de_lowest_kcal_mol=117.1 gap_ev=10.87
O 1.595 -1.463 0.055 -0.465
C 1.705 -0.306 -0.077 0.644
O 0.897 0.800 0.201 -0.509
C -0.394 0.598 0.017 0.307
N -0.840 -0.568 0.514 -0.153
O -2.263 -0.807 -0.150 -0.583
H 2.783 0.093 -0.279 0.119
H -0.896 1.604 -0.432 0.193
H -2.586 0.048 0.151 0.446